Entry 1:
Below is a cluster of 2 separate species, C15H27N2O6S in total at a distorted geometry, with properties calculated with ωB97M-V with the def2-TZVPD basis set.

Geometry (Å):
C  3.30545  -2.74397  -1.51080
C  3.51364  -2.23218  -0.29179
C  4.14302  -0.91003  -0.12319
O  5.10404  -0.78903  0.60011
O  3.60229  0.07741  -0.82278
C  4.26494  1.34246  -0.74027
C  3.46190  2.32031  -1.56804
C  2.26117  2.88088  -0.79384
C  0.97084  2.92581  -1.60414
C  -0.28408  2.86685  -0.71128
C  -1.43267  2.07753  -1.32939
N  -1.44368  0.63913  -0.87927
S  -0.10988  -0.41709  -2.02661
N  -2.82558  0.13456  -0.75148
C  -3.39634  -0.33228  -1.98016
C  -3.38089  -1.78196  -2.34615
O  -3.87008  0.49914  -2.72448
C  -3.01715  -0.65463  0.43530
C  -3.19027  0.15327  1.66828
O  -2.97320  -1.87005  0.43279
H  2.96507  -2.13376  -2.33574
H  3.44944  -3.80037  -1.68144
H  3.21887  -2.72145  0.62401
H  5.28004  1.25842  -1.11528
H  4.28739  1.68118  0.29128
H  4.14515  3.12849  -1.82223
H  3.14026  1.85379  -2.49374
H  2.49403  3.87243  -0.41286
H  2.10564  2.24222  0.07312
H  0.93113  2.10478  -2.30931
H  0.92437  3.87001  -2.14194
H  -0.05009  2.45593  0.26652
H  -0.65192  3.88014  -0.57419
H  -2.37441  2.47982  -0.98134
H  -1.41212  2.07144  -2.41385
H  -1.08350  0.62994  0.07787
H  0.02431  -1.48815  -1.24831
H  -4.33625  -2.25751  -2.15072
H  -2.61006  -2.30578  -1.80370
H  -3.13932  -1.83404  -3.40157
H  -3.41312  1.18644  1.42655
H  -2.21937  0.14202  2.18042
H  -3.92889  -0.29026  2.32106
O  -1.56553  -0.94176  3.76521
C  -2.14086  -1.98057  4.25348
C  -0.96380  -3.08397  4.92610
O  -1.54282  -4.11953  5.39163
H  -2.69000  -2.63231  3.54463
H  -2.83308  -1.81799  5.10612
H  -0.43545  -2.42003  5.64561
H  -0.27857  -3.21574  4.05983

Its HOMO energy is -1.71 eV. The charge is -1. Its LUMO energy is 0.61 eV. For the strongest force on any atom, the calculation gives 0.0637 Eh/bohr.

Mulliken population analysis, charges in e, atoms 1 to 8: number 1, C, carries -0.653; number 2, C, carries -0.406; number 3, C, carries 0.656; number 4, O, carries -0.574; number 5, O, carries -0.066; number 6, C, carries -0.852; number 7, C, carries -0.718; number 8, C, carries -0.728



Entry 2:
Below is a cluster of 2 separate species, C4H12 in total at a distorted geometry, with properties calculated with ωB97M-V with the def2-TZVPD basis set.

Geometry (Å):
C  -1.00150  0.89386  -2.04663
C  0.47737  0.95726  -2.47273
H  -1.20130  1.66612  -1.29940
H  -1.66089  1.17766  -2.86710
H  -1.23069  -0.06515  -1.58760
H  0.61607  1.46008  -3.43530
H  0.78145  -0.07708  -2.71638
H  1.11079  1.31249  -1.66456
C  0.41083  -0.17647  2.33051
C  0.10086  -1.67580  2.20107
H  1.48892  -0.03638  2.26828
H  -0.07705  0.43588  1.57805
H  0.08942  0.16426  3.31346
H  -0.05998  -2.11017  3.19213
H  -0.78743  -1.88024  1.60306
H  0.88608  -2.19131  1.64493

Its HOMO energy (alpha / beta) is 1.54 / -7.77 eV. The expectation value of S² is 0.750. The charge is -1. The spin multiplicity is 2. Its LUMO energy (alpha / beta) is 4.40 / 4.45 eV. For the strongest force on any atom, the calculation gives 0.0299 Eh/bohr. The value obtained for the energy relative to the best compared isomer or geometry (same formula, charge and spin) is 7.1 kcal/mol.

Mulliken population analysis, charges in e, atoms 1 to 8: number 1, C, carries -2.279; number 2, C, carries -1.735; number 3, H, carries 0.466; number 4, H, carries 0.936; number 5, H, carries 0.446; number 6, H, carries 0.290; number 7, H, carries 0.568; number 8, H, carries 0.672



Entry 3:
Below is a cluster of 2 separate species, C3H9N2O2 in total at a distorted geometry, with properties calculated with ωB97M-V with the def2-TZVPD basis set.

Geometry (Å):
C  -2.85916  0.14906  0.18406
C  1.87290  -0.45487  0.96292
C  1.31857  -0.20147  -0.41202
N  -3.80214  -0.49061  0.49353
N  0.58430  1.09999  -0.36692
O  -1.86502  0.72521  0.20078
O  0.31873  -1.12067  -0.71148
H  0.96635  -0.27286  1.54931
H  2.22566  -1.43733  1.22263
H  2.74823  0.11732  1.08475
H  2.06745  -0.19316  -1.21256
H  -4.78681  -0.69010  0.09291
H  0.14360  -1.05788  -1.65528
H  0.14199  1.17717  -1.31593
H  -0.28956  0.77797  0.19575
H  1.21489  1.87224  -0.31246

Its HOMO energy is -15.18 eV. The charge is +1. Its LUMO energy is -3.41 eV. For the strongest force on any atom, the calculation gives 0.0788 Eh/bohr. The value obtained for the energy relative to the best compared isomer or geometry (same formula, charge and spin) is 51.0 kcal/mol.

Mulliken population analysis, charges in e, atoms 1 to 8: number 1, C, carries 0.426; number 2, C, carries -1.165; number 3, C, carries -0.020; number 4, N, carries -0.340; number 5, N, carries -0.327; number 6, O, carries -0.511; number 7, O, carries -0.510; number 8, H, carries 0.319



Entry 4:
Below is a structure of composition C15H24Cl2NO2PTc at a distorted geometry, with properties calculated with ωB97M-V with the def2-TZVPD basis set.

Geometry (Å):
C  -2.15452  0.29154  -2.96767
C  -1.92212  -0.78446  -2.10274
C  -1.25177  -0.60998  -0.88311
C  -0.91390  0.70055  -0.45668
C  -1.07323  1.76228  -1.37455
C  -1.66744  1.55453  -2.62299
C  -0.99514  -1.81246  -0.03029
C  -0.31640  -3.00444  -0.75572
N  1.04643  -2.80706  -1.17283
Tc  -0.42802  1.12518  1.54168
C  -0.51243  3.10142  -1.01406
P  0.54971  2.76015  0.48566
H  -2.25484  -1.78981  -2.36855
H  -1.71237  2.39364  -3.31476
H  -2.70312  0.14629  -3.89432
H  -1.26797  3.86463  -0.75594
H  0.13379  3.52623  -1.80056
H  -0.40651  -1.58050  0.87122
H  -1.95465  -2.20736  0.35118
H  -0.29597  -3.84727  -0.04145
C  0.66953  4.35680  1.28512
C  2.13771  2.47980  -0.35132
H  -0.90384  -3.28400  -1.64447
C  1.35181  -2.16960  -2.41573
C  2.11719  -2.88297  -0.22070
H  1.28785  0.67961  1.57741
H  2.27657  -2.63194  -2.82229
H  0.50493  -2.29945  -3.10988
H  1.54104  -1.07833  -2.28171
H  2.95840  -3.43065  -0.68451
H  2.48492  -1.87252  0.04091
H  1.78877  -3.39265  0.69762
H  2.18096  3.10703  -1.24832
H  2.95522  2.73728  0.32777
H  2.22790  1.42802  -0.64339
H  0.34807  5.15466  0.60768
H  0.02404  4.34535  2.16823
H  1.70518  4.52494  1.59681
H  0.93450  -0.00806  1.61274
Cl  -3.11377  -1.68411  4.60819
C  -1.35660  -1.68849  4.37334
Cl  -0.77339  -3.08227  3.42311
C  -0.89441  -0.44062  3.59687
O  0.19594  0.12925  3.82883
O  -1.67691  -0.07395  2.63339
H  -0.87113  -1.70622  5.35079

Its HOMO energy (alpha / beta) is -15.51 / -15.58 eV. The expectation value of S² is 3.777. The charge is +2. The spin multiplicity is 4. Its LUMO energy (alpha / beta) is -7.99 / -9.42 eV. For the strongest force on any atom, the calculation gives 0.0915 Eh/bohr. The value obtained for the energy relative to the best compared isomer or geometry (same formula, charge and spin) is 0.0 kcal/mol.

Mulliken population analysis, charges in e, atoms 1 to 8: number 1, C, carries -0.823; number 2, C, carries -0.901; number 3, C, carries 0.903; number 4, C, carries 0.024; number 5, C, carries 1.286; number 6, C, carries -1.051; number 7, C, carries 0.298; number 8, C, carries -1.148



Entry 5:
Below is a structure of composition C2H6NO2P at a distorted geometry, with properties calculated with ωB97M-V with the def2-TZVPD basis set.

Geometry (Å):
C  -1.48215  0.59506  -0.23239
C  -0.01347  0.35749  -0.01794
N  0.28356  -0.88986  0.24797
O  -0.52629  -1.80610  0.50499
O  2.35298  0.50197  0.04578
P  2.06839  -0.90911  0.36033
H  -1.90692  -0.32429  -0.64012
H  -1.61976  1.48354  -0.73624
H  -2.02021  0.72365  0.77210
H  0.61403  1.32625  -0.10113
H  2.74462  -1.48925  1.49825
H  2.21208  -1.68613  -0.62566

Its HOMO energy is -8.84 eV. The charge is 0. Its LUMO energy is 0.59 eV. For the strongest force on any atom, the calculation gives 0.0870 Eh/bohr. The value obtained for the energy relative to the best compared isomer or geometry (same formula, charge and spin) is 99.0 kcal/mol.

Mulliken population analysis, charges in e, atoms 1 to 8: number 1, C, carries -1.074; number 2, C, carries 0.077; number 3, N, carries 0.335; number 4, O, carries -0.705; number 5, O, carries -0.568; number 6, P, carries 0.467; number 7, H, carries 0.296; number 8, H, carries 0.383



Repeat the fourth record exactly.
Below is a structure of composition C15H24Cl2NO2PTc at a distorted geometry, with properties calculated with ωB97M-V with the def2-TZVPD basis set.

Geometry (Å):
C  -2.15452  0.29154  -2.96767
C  -1.92212  -0.78446  -2.10274
C  -1.25177  -0.60998  -0.88311
C  -0.91390  0.70055  -0.45668
C  -1.07323  1.76228  -1.37455
C  -1.66744  1.55453  -2.62299
C  -0.99514  -1.81246  -0.03029
C  -0.31640  -3.00444  -0.75572
N  1.04643  -2.80706  -1.17283
Tc  -0.42802  1.12518  1.54168
C  -0.51243  3.10142  -1.01406
P  0.54971  2.76015  0.48566
H  -2.25484  -1.78981  -2.36855
H  -1.71237  2.39364  -3.31476
H  -2.70312  0.14629  -3.89432
H  -1.26797  3.86463  -0.75594
H  0.13379  3.52623  -1.80056
H  -0.40651  -1.58050  0.87122
H  -1.95465  -2.20736  0.35118
H  -0.29597  -3.84727  -0.04145
C  0.66953  4.35680  1.28512
C  2.13771  2.47980  -0.35132
H  -0.90384  -3.28400  -1.64447
C  1.35181  -2.16960  -2.41573
C  2.11719  -2.88297  -0.22070
H  1.28785  0.67961  1.57741
H  2.27657  -2.63194  -2.82229
H  0.50493  -2.29945  -3.10988
H  1.54104  -1.07833  -2.28171
H  2.95840  -3.43065  -0.68451
H  2.48492  -1.87252  0.04091
H  1.78877  -3.39265  0.69762
H  2.18096  3.10703  -1.24832
H  2.95522  2.73728  0.32777
H  2.22790  1.42802  -0.64339
H  0.34807  5.15466  0.60768
H  0.02404  4.34535  2.16823
H  1.70518  4.52494  1.59681
H  0.93450  -0.00806  1.61274
Cl  -3.11377  -1.68411  4.60819
C  -1.35660  -1.68849  4.37334
Cl  -0.77339  -3.08227  3.42311
C  -0.89441  -0.44062  3.59687
O  0.19594  0.12925  3.82883
O  -1.67691  -0.07395  2.63339
H  -0.87113  -1.70622  5.35079

Its HOMO energy (alpha / beta) is -15.51 / -15.58 eV. The expectation value of S² is 3.777. The charge is +2. The spin multiplicity is 4. Its LUMO energy (alpha / beta) is -7.99 / -9.42 eV. For the strongest force on any atom, the calculation gives 0.0915 Eh/bohr. The value obtained for the energy relative to the best compared isomer or geometry (same formula, charge and spin) is 0.0 kcal/mol.

Mulliken population analysis, charges in e, atoms 1 to 8: number 1, C, carries -0.823; number 2, C, carries -0.901; number 3, C, carries 0.903; number 4, C, carries 0.024; number 5, C, carries 1.286; number 6, C, carries -1.051; number 7, C, carries 0.298; number 8, C, carries -1.148